Computed, not measured: a molecular structure, C12H20N5O7P2RhS at a distorted geometry, with the ωB97M-V functional and the def2-TZVPD basis.

XYZ file:
```
48
Properties=species:S:1:pos:R:3:lowdin_charge:R:1
Rh 0.04 -0.14 -0.31 0.921
S -0.46 0.17 1.86 0.767
P -0.61 -3.05 -0.57 0.504
P 2.48 -0.48 -1.22 0.892
O 1.23 -2.93 -2.51 0.027
O 1.56 -1.78 -0.47 -0.404
O -1.27 -1.80 -1.09 -0.313
O -1.18 -4.41 -1.08 -0.032
O -0.62 -3.01 1.00 -0.093
O 1.29 -0.10 -2.34 -0.295
O 1.89 0.56 -0.16 -0.558
N -0.96 1.51 -0.76 -0.115
N -4.32 2.76 -0.88 0.181
N -0.96 2.76 2.29 0.145
N -2.33 3.80 -1.35 0.158
N 1.29 2.20 2.09 0.136
C -1.01 3.74 -1.45 -0.080
C 1.14 -3.02 -1.12 -0.631
C 0.76 4.41 2.55 0.075
C -0.59 4.04 2.54 -0.251
C -2.28 1.52 -0.67 -0.034
C 3.19 3.70 2.28 0.026
C -2.99 2.70 -0.98 -0.341
C -0.28 2.60 -1.15 -0.100
C 2.01 -4.16 -0.64 0.015
C 1.72 3.46 2.31 -0.214
C -1.68 5.01 2.78 0.008
C -0.03 1.87 2.08 -0.673
H -1.32 6.03 2.87 0.094
H 2.99 -4.05 -1.09 0.113
H 1.40 -0.49 -3.22 0.085
H 1.05 5.43 2.75 0.141
H 3.62 3.32 1.35 0.104
H 0.40 -2.63 -2.90 0.110
H -2.77 0.61 -0.34 0.124
H -2.20 4.74 3.71 0.111
H 1.95 1.47 1.84 0.138
H -4.88 1.96 -0.65 0.121
H -0.50 4.64 -1.77 0.127
H -2.13 -4.51 -1.20 0.136
H 0.79 2.53 -1.23 0.107
H 2.11 -4.13 0.44 0.100
H 3.67 3.18 3.11 0.113
H -0.35 -3.81 1.48 0.127
H 3.40 4.76 2.36 0.101
H 1.58 -5.11 -0.96 0.107
H -4.78 3.61 -1.16 0.127
H -2.42 4.94 1.98 0.094
```

Values from the calculation:
Orbital gap: 7.20 eV
2S+1: 1
Charge: +2
F_max: 1.6 eV/A
Energy above the lowest of the compared OMol25 structures with the same formula, charge and spin: 0.0 kcal per mole